{
  "formula": "C21H22N4O2",
  "method": "ωB97M-V/def2-TZVPD",
  "species": ["C", "N", "C", "C", "C", "C", "C", "C", "C", "C", "N", "C", "N", "C", "C", "H", "H", "H", "H", "H", "H", "H", "H", "H", "H", "H", "C", "C", "O", "C", "C", "N", "C", "C", "C", "C", "C", "O", "H", "H", "H", "H", "H", "H", "H", "H", "H", "H", "H"],
  "xyz": [[2.6954, -1.8913, -4.2377], [2.2802, -2.5422, -3.0308], [2.1447, -3.9749, -3.1514], [1.7549, -1.8297, -1.9767], [0.6188, -2.3129, -1.2977], [0.1627, -1.7114, -0.1115], [0.8332, -0.6407, 0.4495], [0.1744, 0.0983, 1.6720], [-0.1073, -0.8176, 2.8414], [-0.3839, -0.1921, 4.0374], [-0.6974, 0.2662, 5.0777], [-0.4182, -2.1664, 2.7973], [-0.7571, -3.2872, 2.8934], [1.9190, -0.0771, -0.2608], [2.3539, -0.6344, -1.4782], [2.8818, -0.8161, -4.1359], [3.6077, -2.3767, -4.5905], [1.9336, -2.0307, -5.0247], [2.2294, -4.4526, -2.1719], [1.1856, -4.2557, -3.6157], [2.9482, -4.3325, -3.8164], [0.0523, -3.1678, -1.6664], [-0.8187, -1.9963, 0.2750], [0.8443, 0.8413, 2.1131], [2.3590, 0.8666, 0.0839], [3.2472, -0.2081, -1.9620], [-0.9388, 0.8912, -3.3728], [-0.3532, 1.7571, -2.2881], [-1.0088, 1.1055, -1.1076], [-0.7904, 1.7910, 0.0285], [-1.0667, 0.9318, 1.2612], [-1.7821, 1.8155, 2.2840], [-1.0961, 2.8950, 2.6930], [-1.3092, 3.4217, 3.9507], [-2.4891, 3.1003, 4.6180], [-3.2540, 2.0306, 4.1486], [-2.8423, 1.3665, 2.9992], [-0.3205, 2.9117, -0.0269], [-0.4924, 1.1546, -4.3288], [-0.7963, -0.1609, -3.1299], [-2.0128, 1.0821, -3.3682], [0.7561, 1.7514, -2.2009], [-0.6594, 2.8115, -2.3684], [-1.7769, 0.1192, 1.0479], [-0.3227, 3.2391, 2.0110], [-0.5029, 3.9951, 4.3628], [-2.6838, 3.5996, 5.5745], [-4.0481, 1.6270, 4.7735], [-3.2535, 0.4052, 2.7262]],
  "forces_ev_per_a": [[0.1, 0.0, -0.6], [0.6, 0.2, 0.0], [-0.3, 0.1, -0.2], [-0.4, 0.3, 1.1], [0.0, 0.2, 0.7], [-0.1, -0.1, -0.9], [-0.6, 1.7, 0.3], [1.6, -0.2, 0.8], [-0.1, 0.7, -0.8], [-0.8, 0.6, 2.6], [0.6, -0.2, -1.4], [-0.9, -2.3, 0.2], [0.6, 1.5, -0.4], [-0.5, -0.3, -0.6], [0.1, -0.2, 0.7], [-0.1, -0.3, 0.2], [0.1, 0.2, -0.2], [0.1, 0.2, 0.0], [0.0, 0.0, -0.1], [0.1, -0.2, 0.1], [-0.2, 0.0, 0.3], [0.3, 0.2, -0.1], [0.5, -0.3, 0.1], [0.6, 0.1, -0.5], [0.0, -0.5, 0.0], [-0.6, -0.3, 0.2], [0.2, 0.4, -0.1], [-0.6, -0.5, 0.3], [1.0, 1.3, 0.6], [0.4, -0.2, -1.5], [-2.2, -0.2, -1.2], [0.6, -0.8, 0.2], [0.7, -0.2, 0.6], [-0.7, 0.0, -0.8], [0.7, -0.4, 0.5], [0.2, 0.2, -0.2], [0.4, -0.1, 0.5], [-0.2, -0.5, 1.1], [-0.2, -0.2, -0.2], [0.2, 0.0, -0.2], [0.0, -0.1, -0.4], [-0.8, -0.4, 0.2], [-0.1, -0.5, 0.2], [-0.2, 0.7, -0.4], [0.0, -0.3, 0.4], [-0.2, 0.8, 0.2], [-0.1, -0.4, -0.4], [0.0, 0.1, -0.5], [0.0, 0.1, -0.2]],
  "mulliken_charge": [-1.05, 0.12, -1.12, 0.60, -0.96, -0.38, 0.39, 0.60, -0.36, 0.01, -0.76, 0.27, -0.74, -0.42, -0.72, 0.33, 0.31, 0.31, 0.35, 0.36, 0.32, 0.35, 0.34, 0.61, 0.37, 0.41, -1.14, -0.23, -0.23, 0.03, -0.29, 0.41, 0.03, -0.78, -0.19, -0.54, 0.24, -0.67, 0.41, 0.22, 0.30, 0.26, 0.36, 0.30, 0.47, 0.40, 0.35, 0.37, 0.38],
  "energy_ha": -1182.8079,
  "homo_lumo_gap_ev": 5.46,
  "homo_ev": -6.576,
  "max_force_ev_per_a": 2.73
}